Entry from OMol25: 2 unconnected molecules or ions with the total composition C3H13NSi2 in a non-equilibrium geometry (wB97M-V/def2-TZVPD).

- total charge = 0
- E (eV) = -20562.9412

Each atom is followed by the atoms it is bonded to, with distances in Å.
Positions of all 19 atoms, in Å:
1 Si -1.717 0.156 -0.414  Si2 2.321, N3 1.792, H10 1.506
2 Si -2.484 -1.929 0.259  Si1 2.321, H7 1.603, H8 1.490, H15 1.369
3 N -1.946 1.408 0.848  Si1 1.792, H13 1.043, H18 0.946
4 C 2.212 1.480 0.184  C6 1.536, H14 1.056, H17 1.102, H19 1.055
5 C 1.913 -0.998 -0.255  C6 1.472, H9 1.084, H11 1.102, H16 1.096
6 C 1.637 0.374 -0.713  C4 1.536, C5 1.472, H12 1.048
7 H -3.776 -2.161 -0.662  Si2 1.603
8 H -3.011 -1.775 1.643  Si2 1.490
9 H 1.945 -1.634 -1.133  C5 1.084
10 H -2.225 0.508 -1.787  Si1 1.506
11 H 1.412 -1.245 0.694  C5 1.102
12 H 1.741 0.638 -1.722  C6 1.048
13 H -2.777 1.930 0.494  N3 1.043
14 H 3.263 1.573 0.237  C4 1.056
15 H -1.707 -3.037 0.054  Si2 1.369
16 H 2.963 -1.018 0.061  C5 1.096
17 H 1.754 2.469 0.028  C4 1.102
18 H -1.212 1.989 0.984  N3 0.946
19 H 2.015 1.272 1.200  C4 1.055